Record 1
The following is a quantum chemistry calculation of a structure of composition C50H48FN5O4Ru, from OMol25.

Geometry as XYZ:
```
109
Properties=species:S:1:pos:R:3:lowdin_charge:R:1
Ru 0.04 0.49 -0.39 1.71
F 0.77 2.56 6.37 0.06
O -2.07 1.01 0.62 -0.22
O 3.73 2.10 -1.46 0.04
O 1.52 2.04 -1.08 -0.15
O 0.93 1.50 1.54 -0.11
N -1.27 0.64 -2.12 -0.11
N 1.28 -0.25 -2.46 0.06
N -0.25 -0.99 1.66 0.07
N 1.80 -0.97 0.04 0.01
N 4.53 3.18 2.39 0.03
C 5.18 4.13 5.03 -0.13
C -4.87 -0.13 0.29 -0.36
C 3.87 -2.08 -0.74 -0.04
C 6.94 3.16 1.74 -0.05
C 2.10 -1.05 1.39 -0.25
C -3.96 3.91 -0.61 -0.10
C 1.01 0.22 -3.66 -0.10
C -2.85 1.27 -3.56 -0.09
C -1.36 -1.87 -2.21 -0.07
C -4.99 -0.05 1.82 -0.06
C 5.87 3.77 2.65 -0.31
C -0.07 -1.27 4.42 -0.02
C -1.84 1.73 -2.75 -0.38
C 3.58 3.05 3.41 -0.07
C -2.90 -0.15 -3.43 -0.09
C -1.33 -1.03 2.40 -0.12
C 2.75 2.13 -0.72 -0.60
C 3.49 -1.08 3.40 -0.09
C -1.91 -0.51 -2.54 -0.42
C 2.74 -1.29 -0.92 -0.22
C -0.67 3.57 1.23 -0.08
C -1.28 3.12 -2.69 -0.03
C 3.85 3.49 4.72 -0.14
C 2.98 2.35 0.75 -0.03
C 1.91 0.13 -4.73 -0.03
C 1.11 -1.22 3.65 -0.17
C -5.27 1.97 -0.92 -0.07
C -2.78 4.18 2.37 -0.07
C -3.08 1.76 0.16 -0.28
C -5.06 3.31 -1.20 -0.11
C -4.11 -1.37 -0.19 -0.07
C 4.79 -2.30 -1.78 -0.10
C 2.34 2.47 3.11 -0.03
C 1.68 2.72 5.38 -0.26
C -4.35 1.21 -0.22 -0.13
C 2.01 2.07 1.74 -0.30
C 0.96 -1.11 2.26 -0.18
C -2.10 4.03 1.00 -0.36
C 2.41 -1.23 4.22 -0.07
C 4.60 -1.77 -3.03 -0.07
C 2.48 -0.84 -2.25 -0.17
C -3.01 3.18 0.11 -0.16
C 3.42 -1.04 -3.28 -0.16
C 4.17 2.87 1.12 0.03
C 2.89 3.32 5.69 0.05
C 3.34 -0.99 1.99 -0.04
C 3.10 -0.50 -4.54 -0.02
C 6.24 3.57 4.11 -0.16
C -1.28 -1.19 3.80 -0.04
C 1.38 2.31 4.12 0.08
H -2.21 -1.22 4.36 0.10
H -6.19 1.50 -1.25 0.10
H 5.11 5.22 4.88 0.13
H -5.89 -0.23 -0.10 0.11
H -0.31 3.14 -2.20 0.05
H 3.08 3.65 6.71 0.13
H 7.92 3.45 2.11 0.08
H 0.03 0.68 -3.78 0.10
H -2.26 -0.90 1.90 0.07
H 5.82 4.84 2.45 0.15
H -2.14 -2.63 -2.16 0.07
H -0.21 3.19 0.33 0.04
H -1.95 3.82 -2.17 0.05
H 4.22 -0.83 1.38 0.10
H -3.04 -1.19 -0.17 0.04
H -4.35 -2.24 0.43 0.08
H 6.86 3.49 0.71 0.08
H 0.00 -1.36 5.50 0.11
H 1.64 0.56 -5.69 0.10
H -4.38 -1.59 -1.22 0.07
H 6.87 2.07 1.76 0.10
H 5.33 -1.91 -3.82 0.10
H -3.58 -0.84 -3.92 0.09
H 4.90 3.04 0.35 0.13
H 4.04 -2.53 0.22 0.09
H -3.79 4.60 2.27 0.07
H 6.35 2.49 4.29 0.13
H 4.48 -1.04 3.83 0.10
H -2.86 3.20 2.84 0.08
H -5.72 0.71 2.10 0.08
H -3.85 4.99 -0.66 0.11
H -2.20 4.84 3.03 0.07
H -0.63 -2.19 -2.96 0.07
H -3.48 1.88 -4.19 0.09
H -1.13 3.51 -3.71 0.07
H -0.83 -1.88 -1.26 0.04
H 5.43 3.97 6.07 0.12
H -5.77 3.89 -1.78 0.09
H 2.52 -1.32 5.30 0.10
H -0.64 2.79 1.98 0.05
H -5.32 -1.01 2.25 0.07
H -0.04 4.41 1.58 0.09
H 7.21 4.04 4.29 0.12
H 5.67 -2.90 -1.58 0.09
H -4.04 0.23 2.27 0.06
H -2.07 5.03 0.54 0.12
H 3.82 -0.60 -5.35 0.11
H 0.43 1.85 3.87 0.14
```

The calculation puts the HOMO energy (alpha / beta) at -0.148 / -0.148 hartree. The energy above the lowest of the compared OMol25 structures with the same formula, charge and spin comes out at 21.06 kcal/mol. Its spin multiplicity is 6. The total charge is -1. Its expectation value of S² is 8.759. As for the molar mass: 903.0 g mol⁻¹. As for the LUMO energy (alpha / beta): 0.073 / 0.063 Ha. The orbital gap (alpha / beta) is 0.22198 / 0.21123 Eh.



Record 2
The following is a quantum chemistry calculation of a cluster of 11 separate species, C50H51Cl8N7O14 in total at a distorted geometry, from OMol25.

Geometry as XYZ:
```
130
Properties=species:S:1:pos:R:3:lowdin_charge:R:1
Cl -10.90 -3.50 -0.22 0.58
Cl -8.03 -1.53 -0.91 0.52
Cl -3.17 -4.94 5.47 0.54
Cl -4.59 -5.64 2.61 0.51
Cl -1.48 -3.16 -7.50 0.55
Cl 6.27 -1.49 -8.78 0.49
Cl 4.12 -2.42 -11.38 0.51
Cl -3.14 -3.08 -4.82 0.55
O -6.64 2.57 -7.28 0.09
O 7.59 2.98 -0.88 0.09
O -6.59 2.59 -5.13 0.06
O -5.50 -0.47 6.50 0.08
O 6.86 2.13 -2.70 0.05
O -5.55 1.32 7.61 0.06
O 8.26 1.07 4.26 0.06
O 0.49 -0.39 7.42 0.06
O 3.11 -8.34 -4.46 0.09
O -1.44 1.44 -3.81 0.09
O 0.65 1.01 -3.58 0.08
O -0.52 -1.32 9.06 0.09
O 6.59 2.04 3.27 0.07
O 4.84 -8.22 -5.69 0.12
N -5.81 0.12 7.49 -0.36
N -6.66 3.15 -6.23 -0.35
N 6.94 3.07 -1.89 -0.34
N 4.01 -7.77 -5.01 -0.40
N -0.46 1.21 -3.15 -0.37
N 0.45 -1.16 8.37 -0.36
N 7.69 2.07 3.80 -0.32
C 0.54 1.04 -0.87 0.01
C 7.63 4.59 4.02 0.01
C 8.33 5.81 4.21 -0.05
C 5.07 4.37 -3.01 -0.02
C -3.71 -4.08 2.89 -0.61
C -8.29 -2.03 10.22 -0.05
C -6.65 -0.64 8.46 -0.10
C -8.76 -2.93 -1.77 -0.66
C -2.57 -4.31 3.95 -0.68
C 6.58 5.55 -1.52 0.01
C -6.61 4.62 -6.18 -0.12
C 2.76 -1.89 7.69 0.02
C 4.80 6.74 -2.55 -0.08
C 0.42 0.65 0.48 -0.05
C 2.89 -4.21 -4.07 -0.08
C 8.33 3.40 4.13 -0.12
C -7.22 -1.89 8.09 -0.02
C -3.09 -2.47 -7.42 -0.69
C -6.67 6.72 -7.39 -0.05
C 9.65 3.44 4.58 -0.04
C -1.91 0.57 0.23 -0.09
C 4.46 -1.17 -8.88 -0.60
C 3.05 -3.37 9.97 -0.06
C 3.94 -2.72 7.87 -0.06
C -7.73 -0.78 10.63 -0.06
C -8.10 -2.53 8.90 -0.08
C -6.69 5.32 -7.40 0.00
C 9.63 5.79 4.70 -0.07
C -3.88 -3.23 -6.39 -0.69
C -6.59 6.72 -5.01 -0.10
C -6.94 -0.07 9.73 -0.01
C -6.49 5.35 -4.98 0.01
C 2.86 -5.57 -4.41 0.00
C 4.09 -3.41 9.03 -0.09
C 3.91 -0.98 -10.31 -0.64
C 6.21 4.33 -2.20 -0.11
C 5.23 -4.18 -4.61 -0.07
C -1.84 0.80 -1.13 0.00
C 1.83 -2.68 9.75 0.00
C 1.68 -1.94 8.57 -0.15
C -6.68 7.42 -6.17 -0.08
C 5.23 -5.53 -4.88 -0.02
C 4.04 -6.29 -4.79 -0.10
C 4.32 5.54 -3.13 -0.05
C 4.07 -3.50 -4.18 -0.07
C -0.59 1.00 -1.68 -0.14
C -9.35 -3.99 -0.82 -0.71
C 10.28 4.57 4.91 -0.08
C -0.84 0.45 1.05 -0.08
C 5.89 6.73 -1.72 -0.09
H -9.49 -2.59 -2.51 0.06
H -6.72 8.50 -6.16 0.11
H -6.54 0.90 9.99 0.11
H 6.12 -6.02 -5.22 0.11
H -2.90 0.46 0.65 0.11
H 11.24 4.56 5.40 0.11
H -8.02 -3.36 -2.43 0.07
H -3.29 -3.77 1.93 0.06
H 4.93 -4.07 9.16 0.11
H 3.97 -2.44 -3.99 0.10
H 3.54 5.51 -3.88 0.10
H 1.95 -3.71 -3.88 0.10
H -6.96 4.89 -8.36 0.12
H -1.92 -5.09 3.56 0.06
H 6.14 -3.60 -4.62 0.10
H 3.10 -3.93 10.89 0.10
H 4.68 -0.37 -10.77 0.04
H -3.49 -2.73 -8.40 0.07
H 4.31 7.70 -2.66 0.10
H -2.97 -1.40 -7.26 0.08
H 2.66 -1.29 6.80 0.11
H 1.89 -5.99 -4.66 0.11
H -3.71 -4.29 -6.59 0.05
H 10.14 6.73 4.85 0.10
H -4.37 -3.31 3.28 0.07
H 4.70 -2.65 7.12 0.11
H 2.94 -0.52 -10.46 0.08
H 6.60 4.55 3.70 0.11
H -8.57 -3.43 8.54 0.11
H -6.44 4.87 -4.01 0.12
H -8.64 -4.25 -0.04 0.07
H -8.96 -2.62 10.83 0.10
H 4.84 3.42 -3.47 0.11
H 1.07 -2.63 10.50 0.11
H -8.09 -0.33 11.55 0.10
H -2.72 0.86 -1.76 0.12
H 7.94 6.81 4.07 0.10
H 1.22 0.65 1.20 0.10
H -7.06 -2.32 7.11 0.12
H -4.92 -2.90 -6.36 0.08
H -0.91 0.10 2.07 0.11
H -6.61 7.26 -4.07 0.11
H 6.14 7.60 -1.13 0.11
H 10.20 2.53 4.72 0.12
H -6.62 7.18 -8.37 0.10
H -9.46 -4.96 -1.32 0.07
H 1.53 1.27 -1.25 0.11
H 3.86 -1.97 -8.45 0.07
H 4.28 -0.26 -8.30 0.07
H 7.44 5.48 -0.87 0.11
H -1.96 -3.48 4.30 0.06
```

The calculation puts the HOMO energy at -0.352 hartree. The energy above the lowest of the compared OMol25 structures with the same formula, charge and spin comes out at 112.71 kcal/mol. Its spin multiplicity is 1. The total charge is 0. As for the SMILES: O=[N+]([O-])c1ccccc1.O=[N+]([O-])c1ccccc1.O=[N+]([O-])c1ccccc1.O=[N+]([O-])c1ccccc1.O=[N+]([O-])c1ccccc1.O=[N+]([O-])c1ccccc1.O=[N+]([O-])c1ccccc1.ClCCCl.ClCCCl.ClCCCl.ClCCCl. As for the molar mass: 1257.6 g mol⁻¹. As for the LUMO energy: -0.023 Ha. The orbital gap is 0.32862 Eh.



Record 3
The following is a quantum chemistry calculation of a structure of composition C50H51KN6OPSi, from OMol25.

Geometry as XYZ:
```
111
Properties=species:S:1:pos:R:3:lowdin_charge:R:1
K -0.54 0.14 -0.09 0.60
P 0.29 -1.67 -2.73 1.06
Si -0.76 3.92 -0.36 0.52
O -2.04 -2.20 -1.13 -0.10
N 0.67 -1.67 2.52 0.11
N -1.76 -1.71 1.42 -0.03
N -0.17 2.22 1.88 -0.25
N 1.73 -1.28 -3.63 -0.13
N 2.68 -0.25 -1.80 0.11
N -2.97 -1.46 0.85 0.03
C 1.80 -5.49 -0.60 -0.10
C 3.69 4.88 -1.64 -0.11
C 1.24 3.09 4.13 -0.19
C 3.02 3.80 -2.19 -0.10
C 1.90 -1.78 2.99 -0.15
C -6.43 -0.30 -1.25 -0.10
C -0.06 -3.11 4.27 -0.03
C -1.69 -2.23 2.58 -0.29
C -2.35 6.18 0.64 -0.11
C 1.04 4.32 -0.88 -0.26
C -2.87 -2.73 3.37 -0.04
C 0.82 -3.23 -1.91 -0.35
C 2.77 -0.57 -3.09 -0.39
C -1.96 7.73 -1.61 -0.11
C -0.70 -2.28 -4.13 -0.37
C -0.32 -2.34 3.14 -0.23
C -0.18 2.55 4.36 -0.17
C -5.34 -0.79 -0.54 -0.04
C 1.73 5.41 -0.35 -0.11
C 1.36 -4.29 -2.63 -0.10
C -6.34 -0.14 -2.63 -0.11
C -4.16 -1.12 -1.20 -0.14
C 1.27 -4.44 0.12 -0.07
C 3.88 -0.22 -3.87 -0.03
C 4.91 0.47 -3.28 -0.10
C 1.30 2.20 1.79 -0.19
C -1.39 2.60 -1.38 -0.32
C 3.69 0.44 -1.25 -0.15
C 0.77 -3.31 -0.52 -0.09
C -2.95 7.43 0.55 -0.11
C -2.76 8.21 -0.58 -0.12
C 2.25 -2.54 4.10 -0.08
C -1.54 5.67 -0.38 -0.23
C 1.23 -3.21 4.76 -0.08
C -1.55 -3.38 -3.97 -0.10
C -2.95 -1.64 -0.47 -0.53
C 4.83 0.81 -1.93 -0.10
C 2.00 2.19 3.16 -0.18
C -2.42 -3.74 -4.99 -0.08
C -4.08 -0.96 -2.58 -0.02
C -0.77 -1.54 -5.31 -0.11
C -5.16 -0.46 -3.29 -0.08
C -0.63 1.70 3.16 -0.21
C -0.78 3.50 1.51 -0.24
C -1.37 6.48 -1.51 -0.11
C -2.46 -3.01 -6.17 -0.10
C -1.64 -1.91 -6.33 -0.10
C 1.85 -5.41 -1.99 -0.10
C 3.04 5.69 -0.71 -0.11
C 1.71 3.52 -1.80 -0.09
H 1.62 3.07 1.23 0.10
H -0.75 6.12 -2.33 0.10
H -0.24 0.68 3.26 0.10
H 3.56 6.54 -0.28 0.09
H -0.87 3.39 4.51 0.10
H 1.78 3.17 5.08 0.10
H -7.19 0.25 -3.18 0.09
H 2.27 -6.23 -2.57 0.09
H -3.22 9.19 -0.66 0.09
H 0.34 -2.53 0.09 0.05
H -3.57 7.79 1.36 0.09
H 1.86 -1.64 -4.56 0.09
H 2.66 -1.23 2.44 0.11
H 1.22 -4.49 1.21 0.10
H -1.85 3.42 1.77 0.09
H -2.84 -3.82 3.47 0.08
H -2.52 5.59 1.53 0.08
H -2.44 2.32 -1.22 -0.06
H -0.40 4.35 2.10 0.08
H -2.88 -2.31 4.37 0.08
H 3.56 0.70 -0.21 0.10
H 3.27 -2.58 4.43 0.10
H 4.71 5.10 -1.93 0.09
H 1.20 4.10 3.71 0.10
H 5.78 0.75 -3.87 0.10
H -1.80 8.33 -2.50 0.09
H -3.16 -1.23 -3.08 0.10
H -7.34 -0.05 -0.73 0.09
H 1.64 1.33 1.21 0.08
H -0.87 -3.64 4.77 0.10
H -3.78 -2.46 2.84 0.06
H -3.07 -4.59 -4.85 0.10
H 1.44 -3.81 5.63 0.10
H -0.22 1.94 5.27 0.10
H -5.38 -0.91 0.54 0.10
H 3.51 3.16 -2.91 0.09
H -1.68 -1.32 -7.24 0.10
H 3.91 -0.49 -4.92 0.10
H -1.54 -3.92 -3.04 0.10
H 1.23 6.07 0.36 0.10
H -0.16 -0.65 -5.42 0.10
H 1.40 -4.23 -3.72 0.10
H 5.61 1.36 -1.43 0.10
H -5.09 -0.33 -4.36 0.10
H 2.03 1.17 3.56 0.09
H 2.18 -6.37 -0.10 0.09
H -1.17 2.67 -2.45 -0.06
H 1.19 2.66 -2.21 0.08
H -1.72 1.61 3.13 0.12
H -3.15 -3.30 -6.96 0.09
H 3.03 2.52 3.04 0.11
```

The calculation puts the HOMO energy at -0.120 hartree. The energy above the lowest of the compared OMol25 structures with the same formula, charge and spin comes out at 15.15 kcal/mol. Its spin multiplicity is 1. The total charge is -1. As for the molar mass: 850.2 g mol⁻¹. As for the LUMO energy: 0.077 Ha. The orbital gap is 0.19710 Eh.



Record 4
The following is a quantum chemistry calculation of a cluster of 13 separate species, C50H51N13O12 in total at a distorted geometry, from OMol25.

Geometry as XYZ:
```
126
Properties=species:S:1:pos:R:3:lowdin_charge:R:1
O 10.74 -24.15 -3.86 0.07
O 8.68 -18.77 -6.48 0.09
O 14.47 -21.84 -3.30 0.05
O 5.59 -22.58 -7.38 0.06
O 6.48 -28.90 -3.26 0.07
O 8.67 -24.52 -4.16 0.05
O 8.17 -27.84 -2.40 0.05
O 7.29 -20.30 -5.79 0.04
O 3.58 -21.90 -7.07 0.09
O 16.25 -26.11 5.82 0.09
O 16.80 -25.16 3.97 0.07
O 15.63 -20.89 -4.84 0.06
N 14.05 -20.06 2.65 0.12
N 9.64 -24.48 -3.42 -0.31
N 7.15 -19.95 -0.28 0.16
N 4.54 -22.58 -6.75 -0.32
N 7.19 -28.60 -2.30 -0.31
N 9.76 -28.32 -8.60 0.12
N 11.41 -23.02 3.52 0.18
N 15.99 -25.70 4.72 -0.36
N 8.31 -21.50 -9.25 0.14
N 14.97 -21.85 -4.41 -0.33
N 13.97 -24.70 -1.13 0.16
N 5.46 -23.17 -0.51 0.14
N 8.38 -19.72 -5.77 -0.32
C 9.21 -23.43 4.93 -0.05
C 14.86 -23.05 -5.27 -0.14
C 5.33 -22.56 -1.49 -0.24
C 10.43 -23.20 4.14 -0.24
C 14.64 -25.97 4.22 -0.13
C 12.30 -26.60 4.69 -0.07
C 8.20 -25.06 -1.48 -0.01
C 8.02 -25.20 -0.09 -0.10
C 5.10 -29.94 0.54 -0.04
C 6.71 -28.97 -0.94 -0.13
C 15.28 -24.23 -7.30 -0.07
C 7.02 -28.76 1.46 -0.07
C 8.66 -23.01 -7.12 -0.09
C 12.00 -26.51 3.34 -0.08
C 5.52 -24.29 -5.25 -0.02
C 16.52 -24.52 -1.77 -0.05
C 14.10 -22.42 1.56 -0.09
C 9.26 -19.99 -4.60 -0.13
C 5.20 -21.67 -2.69 -0.04
C 5.52 -25.19 -4.20 -0.08
C 14.49 -25.27 -6.87 -0.06
C 9.04 -24.90 0.79 -0.07
C 13.00 -26.07 2.42 -0.06
C 9.57 -27.76 -7.61 -0.27
C 4.44 -23.52 -5.62 -0.14
C 7.97 -21.17 1.88 -0.07
C 7.46 -28.55 0.18 -0.01
C 10.28 -24.50 0.27 -0.06
C 9.54 -21.19 -2.53 -0.07
C 11.27 -19.69 -3.33 -0.06
C 5.82 -29.44 1.64 -0.06
C 13.66 -26.49 5.07 0.00
C 5.58 -29.70 -0.76 -0.01
C 9.38 -27.04 -6.34 -0.08
C 13.97 -24.05 -4.88 -0.02
C 14.27 -25.67 2.88 0.00
C 10.48 -24.46 -1.09 -0.02
C 13.79 -25.20 -5.65 -0.05
C 15.08 -24.57 -1.45 -0.24
C 7.52 -20.50 0.67 -0.27
C 14.07 -21.09 2.17 -0.29
C 3.19 -24.64 -3.90 -0.05
C 10.78 -20.52 -2.31 -0.03
C 8.47 -22.19 -8.31 -0.27
C 15.47 -23.10 -6.52 0.00
C 4.37 -25.32 -3.46 -0.05
C 10.50 -19.39 -4.44 -0.01
C 8.78 -20.86 -3.62 -0.03
C 9.45 -24.73 -1.99 -0.14
C 3.25 -23.66 -4.87 -0.01
H 16.80 -23.48 -1.94 0.08
H 12.72 -25.97 1.38 0.08
H 7.35 -20.89 2.73 0.09
H 4.21 -30.52 0.74 0.11
H 9.53 -22.71 -6.53 0.08
H 7.01 -25.36 0.24 0.10
H 15.02 -25.20 2.27 0.10
H 11.50 -24.23 -1.39 0.08
H 13.86 -26.54 6.13 0.11
H 17.08 -24.99 -0.96 0.09
H 10.98 -26.67 3.04 0.09
H 13.61 -22.40 0.58 0.06
H 16.78 -25.01 -2.70 0.09
H 4.98 -30.02 -1.60 0.12
H 13.04 -25.92 -5.34 0.10
H 7.96 -21.51 -3.92 0.10
H 13.27 -23.93 -4.06 0.09
H 8.27 -27.84 0.08 0.10
H 14.35 -26.13 -7.51 0.11
H 11.12 -24.22 0.90 0.08
H 2.41 -23.00 -5.02 0.12
H 15.76 -24.24 -8.27 0.11
H 7.95 -22.25 1.73 0.06
H 5.49 -29.65 2.65 0.11
H 11.40 -20.83 -1.48 0.10
H 4.24 -21.15 -2.68 0.09
H 7.52 -28.31 2.30 0.11
H 10.18 -26.33 -6.14 0.07
H 8.88 -24.01 -7.48 0.08
H 4.33 -25.97 -2.59 0.11
H 7.39 -25.41 -2.10 0.09
H 7.87 -22.97 -6.37 0.03
H 5.96 -20.89 -2.59 0.05
H 16.08 -22.26 -6.79 0.12
H 12.28 -19.30 -3.31 0.11
H 5.29 -22.12 -3.67 0.05
H 15.10 -22.81 1.39 0.07
H 6.39 -24.24 -5.88 0.09
H 2.28 -24.86 -3.36 0.10
H 9.09 -22.49 5.48 0.09
H 9.44 -27.73 -5.50 0.08
H 8.33 -23.54 4.30 0.07
H 8.42 -26.54 -6.26 0.07
H 9.36 -24.33 5.53 0.08
H 8.82 -24.92 1.85 0.09
H 11.50 -26.82 5.39 0.10
H 11.02 -18.78 -5.16 0.12
H 13.46 -23.09 2.15 0.02
H 8.98 -20.82 2.07 0.09
H 6.41 -25.75 -3.99 0.08
H 9.11 -21.88 -1.82 0.09
```

The calculation puts the HOMO energy at -0.366 hartree. The energy above the lowest of the compared OMol25 structures with the same formula, charge and spin comes out at 31.37 kcal/mol. Its spin multiplicity is 1. The total charge is 0. As for the molar mass: 1026.0 g mol⁻¹. As for the LUMO energy: -0.054 Ha. The orbital gap is 0.31288 Eh.